Entry 1:
C3F4 | ωB97M-V with the def2-TZVPD basis set

Values from the calculation:
- HOMO (alpha / beta) (eV) = -8.7 / -9.7
- charge = 0
- LUMO (alpha / beta) (eV) = -1.215 / -1.615
- energy above the lowest of the compared OMol25 structures with the same formula, charge and spin (kJ/mol) = 647.46
- frontier orbital gap (alpha / beta) (hartree) = 0.2753 / 0.2980

Geometry as XYZ:
```
7
C3F4, DFT ωB97M-V with the def2-TZVPD basis set
C -0.03511 0.47042 -0.87076
C -2.40367 -0.57546 -0.39850
C 1.05924 -0.03018 -0.01078
F -2.91851 0.27059 0.36718
F 2.18382 -0.38643 -0.63629
F 1.26573 1.18005 0.59579
F 0.84850 -0.92900 0.95336
```

How is the electron density shared among the atoms? According to Löwdin, the charges in e are: atom 1 (C): 0.318, atom 2 (C): 0.114, atom 3 (C): -0.790, atom 4 (F): 0.017, atom 5 (F): 0.127, atom 6 (F): 0.092, atom 7 (F): 0.123


Entry 2:
C3F4 | ωB97M-V with the def2-TZVPD basis set

Values from the calculation:
- HOMO (eV) = -10.7
- SMILES string = FC(F)=C=C(F)F
- charge = 0
- LUMO (eV) = 0.658
- energy above the lowest of the compared OMol25 structures with the same formula, charge and spin (kJ/mol) = 0.00
- frontier orbital gap (hartree) = 0.4190

Geometry as XYZ:
```
7
C3F4, DFT ωB97M-V with the def2-TZVPD basis set
F -0.84626 -1.85369 -0.94862
F -1.14906 0.23509 -2.02508
F 2.00262 0.63853 0.83611
F 0.02712 0.94575 2.12157
C -0.00130 0.02612 0.00611
C -0.69057 -0.51767 -0.98314
C 0.65744 0.52587 0.99304
```

How is the electron density shared among the atoms? According to Löwdin, the charges in e are: atom 1 (F): 0.116, atom 2 (F): 0.105, atom 3 (F): 0.104, atom 4 (F): 0.110, atom 5 (C): 0.142, atom 6 (C): -0.279, atom 7 (C): -0.298


Entry 3:
C3FeO4 | ωB97M-V with the def2-TZVPD basis set

Values from the calculation:
- HOMO (alpha / beta) (eV) = -7.9 / -7.7
- charge = 0
- LUMO (alpha / beta) (eV) = -0.548 / -0.467
- frontier orbital gap (alpha / beta) (hartree) = 0.2706 / 0.2640
- <S²> = 6.145
- multiplicity = 5

Geometry as XYZ:
```
8
C3FeO4, DFT ωB97M-V with the def2-TZVPD basis set
C -3.04046 -0.53983 0.35119
C -1.99514 0.21772 0.29670
O -2.97755 -1.57916 -0.44570
O -1.61578 1.41528 -0.26813
O 1.84054 -0.11181 -0.08854
C 2.99847 -0.24507 -0.02252
O 4.13412 -0.37933 0.02574
Fe -0.03835 0.41661 -0.26380
```

How is the electron density shared among the atoms? According to Löwdin, the charges in e are: atom 1 (C): -0.135, atom 2 (C): -0.289, atom 3 (O): -0.038, atom 4 (O): -0.224, atom 5 (O): 0.091, atom 6 (C): -0.327, atom 7 (O): 0.287, atom 8 (Fe): 0.635


Entry 4:
C3H10Cl2Si2 | ωB97M-V with the def2-TZVPD basis set

Values from the calculation:
- HOMO (eV) = -9.0
- charge = 0
- LUMO (eV) = -1.117
- energy above the lowest of the compared OMol25 structures with the same formula, charge and spin (kJ/mol) = 365.61
- frontier orbital gap (hartree) = 0.2910

Geometry as XYZ:
```
17
C3H10Cl2Si2, DFT ωB97M-V with the def2-TZVPD basis set
C 2.03270 1.25956 1.93122
C -1.11084 0.44291 2.23039
C -0.64021 -2.25032 -3.98760
Si -1.57993 -1.47535 -2.47046
Si 0.16673 1.42365 1.30290
Cl 0.74107 -1.08853 -4.32087
Cl -0.56572 3.27951 1.87996
H 2.91898 1.58563 1.35702
H 2.20446 1.95093 2.87596
H 2.20232 0.26284 2.24525
H -1.02138 -0.62919 2.05723
H -1.08182 0.46297 3.38638
H -2.06748 0.73266 1.95169
H -1.27467 -2.09906 -4.80912
H -0.36365 -3.25555 -4.03378
H -0.49325 -1.84949 -1.49867
H -0.06731 1.24685 -0.09751
```

Löwdin population analysis, charges in e, atoms 1 to 8: atom 1 (C): -0.236, atom 2 (C): -0.301, atom 3 (C): -0.861, atom 4 (Si): 0.681, atom 5 (Si): 0.213, atom 6 (Cl): 0.409, atom 7 (Cl): 0.243, atom 8 (H): 0.017


Entry 5:
C3H10Cl3N2O2Pb | ωB97M-V with the def2-TZVPD basis set

Values from the calculation:
- HOMO (alpha / beta) (eV) = -0.5 / -0.5
- charge = -1
- LUMO (alpha / beta) (eV) = 2.840 / 2.840
- energy above the lowest of the compared OMol25 structures with the same formula, charge and spin (kJ/mol) = 74.73
- frontier orbital gap (alpha / beta) (hartree) = 0.1235 / 0.1235

Geometry as XYZ:
```
21
C3H10Cl3N2O2Pb, DFT ωB97M-V with the def2-TZVPD basis set
C 1.38810 0.01755 -2.06126
Pb -0.71373 0.20966 -1.45892
N -2.56836 0.57569 0.58500
N -0.17204 2.43408 -0.26062
H -1.96885 0.34749 1.38605
H 0.13403 0.06552 -2.94610
H 1.80648 -0.89318 -2.52783
H 1.59525 -0.08844 -0.96853
H 1.91429 0.92375 -2.42369
H -0.19329 2.13144 0.72198
H -0.78987 3.23425 -0.38594
H 0.78127 2.73320 -0.46608
H -2.94732 1.51543 0.72273
H -3.35248 -0.07484 0.58856
Cl 0.35662 -3.84380 1.94934
C 1.03481 -2.22185 1.75293
Cl 1.15176 -1.40599 3.33291
Cl 2.64479 -2.29169 0.95628
C 0.15063 -1.34449 0.76697
O -0.55119 -1.93204 -0.12003
O 0.29911 -0.09176 0.85626
```

Löwdin population analysis, charges in e, atoms 1 to 8: atom 1 (C): -0.479, atom 2 (Pb): 0.826, atom 3 (N): -0.067, atom 4 (N): -0.049, atom 5 (H): 0.012, atom 6 (H): -0.209, atom 7 (H): 0.009, atom 8 (H): -0.066


Entry 6:
C3H10FN3O5S | ωB97M-V with the def2-TZVPD basis set

Values from the calculation:
- HOMO (eV) = -6.7
- charge = 0
- LUMO (eV) = -1.307
- energy above the lowest of the compared OMol25 structures with the same formula, charge and spin (kJ/mol) = 0.00
- frontier orbital gap (hartree) = 0.1975

Geometry as XYZ:
```
23
C3H10FN3O5S, DFT ωB97M-V with the def2-TZVPD basis set
C 4.04571 0.12665 -0.30755
C 2.84446 0.88745 -0.90341
C 1.67826 1.00447 0.08336
N 0.37095 1.00043 -0.63130
N -0.62820 0.25898 0.08972
S -1.77255 -0.72222 -0.95172
O -2.17605 -1.68324 -0.02889
O -1.14694 -0.90614 -2.19189
F -2.80394 0.39432 -1.05890
H 3.91943 -0.06935 0.75723
H 4.95441 0.71589 -0.40238
H 4.20972 -0.81335 -0.82631
H 2.48690 0.40527 -1.80987
H 3.17167 1.89216 -1.16414
H 1.72039 0.17953 0.79727
H 1.77646 1.92631 0.65823
H 0.01630 1.95000 -0.66866
H -1.21971 0.85153 0.68691
H -0.21604 -0.45137 0.70301
N -5.32056 -1.73926 1.79653
O -5.37744 -0.88642 2.70259
O -6.21226 -2.58158 1.64993
O -4.32097 -1.74005 1.02024
```

Löwdin population analysis, charges in e, atoms 1 to 8: atom 1 (C): -0.090, atom 2 (C): -0.224, atom 3 (C): -0.186, atom 4 (N): -0.013, atom 5 (N): -0.003, atom 6 (S): 0.677, atom 7 (O): -0.169, atom 8 (O): -0.167


Entry 7:
C3H10IN4 | ωB97M-V with the def2-TZVPD basis set

Values from the calculation:
- HOMO (eV) = -12.3
- charge = +1
- LUMO (eV) = -3.346
- energy above the lowest of the compared OMol25 structures with the same formula, charge and spin (kJ/mol) = 59.04
- frontier orbital gap (hartree) = 0.3285

Geometry as XYZ:
```
18
C3H10IN4, DFT ωB97M-V with the def2-TZVPD basis set
C 1.56636 0.97416 0.15373
C 0.06562 -0.99235 0.34382
C -0.31993 -2.31821 -0.10195
N 1.10971 -0.36424 -0.20955
N 0.50311 1.90724 -0.23651
N -1.30443 0.34284 -0.47280
N -0.80408 1.53563 0.18058
I -3.20209 -0.10668 -0.05374
H 1.77476 1.16685 1.23886
H 2.36231 1.31872 -0.34334
H -0.10365 -0.85089 1.33533
H 0.42951 -2.84819 -0.87088
H -1.37597 -2.16604 -0.60887
H -0.50982 -2.93137 0.78847
H 1.34540 -0.80172 -1.13248
H 0.62865 2.16411 -1.17233
H -0.81795 1.52627 1.17683
H -1.34751 2.44386 -0.01517
```

Löwdin population analysis, charges in e, atoms 1 to 8: atom 1 (C): -0.119, atom 2 (C): -0.264, atom 3 (C): -0.062, atom 4 (N): 0.020, atom 5 (N): 0.004, atom 6 (N): -0.614, atom 7 (N): -0.125, atom 8 (I): 0.860


Entry 8:
C3H10N | ωB97M-V with the def2-TZVPD basis set

Values from the calculation:
- HOMO (alpha / beta) (eV) = -3.8 / -10.3
- charge = 0
- LUMO (alpha / beta) (eV) = 1.212 / 0.805
- energy above the lowest of the compared OMol25 structures with the same formula, charge and spin (kJ/mol) = 165.03
- frontier orbital gap (alpha / beta) (hartree) = 0.1845 / 0.4074
- <S²> = 0.751
- multiplicity = 2

Geometry as XYZ:
```
14
C3H10N, DFT ωB97M-V with the def2-TZVPD basis set
C -0.21928 0.02657 -1.79426
C 0.27238 1.05766 -0.83661
C -0.39779 1.43843 0.25114
H 0.53704 -0.73134 -2.01068
H -1.09176 -0.48953 -1.39075
H -0.51972 0.45059 -2.75505
H 1.24177 1.52481 -0.97656
H 0.05104 2.11110 0.97150
H -1.44243 1.18879 0.40192
N 0.30750 -1.30630 1.62447
H 0.56433 -2.22041 1.18192
H 0.11745 -0.57215 0.90410
H -0.53365 -1.49397 2.21709
H 1.11312 -0.98423 2.21175
```

Löwdin population analysis, charges in e, atoms 1 to 8: atom 1 (C): -0.136, atom 2 (C): -0.271, atom 3 (C): -0.083, atom 4 (H): 0.064, atom 5 (H): 0.058, atom 6 (H): 0.075, atom 7 (H): 0.097, atom 8 (H): 0.052